No. 1
Here is a molecular structure, C22H32AsCsF6N2O6S at a distorted geometry from OMol25. Energies are from ωB97M-V/def2-TZVPD.

CARTESIAN COORDINATES (ANGSTROEM)
Cs1 5.927097 -7.995086 -1.989421
As1 0.865509 -3.519692 -0.773077
F1 2.614603 -3.948655 -1.063837
F2 1.285745 -1.909662 -1.400186
F3 -0.796755 -2.964157 -0.586208
F4 0.337589 -5.166957 -0.206114
F5 1.293060 -3.244650 0.990906
F6 0.588450 -4.067500 -2.464190
C1 -3.186180 2.500643 -3.427840
C2 -2.363663 3.500817 -3.926773
C3 -2.396989 3.848192 -5.271153
C4 -3.250682 3.174233 -6.150865
C5 -4.021534 2.102615 -5.609336
C6 -3.952134 1.753474 -4.251037
N1 -3.266183 3.514890 -7.564491
O1 -2.565685 4.407589 -7.967281
O2 -4.002187 2.736319 -8.281554
H1 -3.123611 2.186931 -2.396307
H2 -1.899427 4.085894 -3.146665
H3 -1.893917 4.733594 -5.630865
H4 -4.719020 1.587542 -6.253249
H5 -4.614347 0.961008 -3.935024
C7 0.468131 4.501549 3.915225
C8 0.861299 5.630271 4.669695
C9 1.683047 6.513052 4.063199
C10 2.209237 6.341134 2.764256
C11 1.714356 5.228097 2.039806
C12 0.903590 4.283265 2.670568
N2 3.141323 7.360052 2.172896
O3 3.512972 7.138714 1.026320
O4 3.524693 8.337851 2.810551
H6 -0.117754 3.725387 4.385034
H7 0.584729 5.494719 5.704839
H8 2.246374 7.095129 4.777504
H9 1.998267 5.101991 1.005449
H10 0.823332 3.337262 2.155759
C13 4.626817 0.039798 5.831791
C14 4.193859 0.249755 7.268387
C15 4.776910 -0.873471 8.237211
C16 4.372295 -0.658162 9.713748
C17 3.192459 -1.441529 10.226040
C18 1.844204 -0.939410 9.758803
H11 5.640273 0.399708 5.654331
H12 4.034625 0.612643 5.118168
H13 4.603927 -0.966701 5.414026
H14 4.515847 1.266162 7.494973
H15 3.112950 0.112380 7.298087
H16 5.824220 -0.943096 7.943277
H17 4.521858 -1.867243 7.869146
H18 5.233416 -1.015608 10.278356
H19 4.177808 0.394528 9.919008
H20 3.323185 -2.478218 9.915729
H21 3.265542 -1.379516 11.311824
H22 1.523920 0.012519 10.182291
H23 1.750019 -0.819454 8.679531
H24 1.066034 -1.650141 10.037090
C19 -5.702292 -4.759216 -8.755231
C20 -4.767387 -4.809894 -7.483438
C21 -3.329733 -4.795047 -7.924285
S1 -3.245408 -5.280260 -9.718857
O5 -2.314220 -6.375304 -9.910253
O6 -3.087595 -3.991607 -10.459382
C22 -5.034569 -5.798849 -9.736546
H25 -5.720829 -3.854406 -9.362747
H26 -6.715264 -5.026232 -8.454104
H27 -5.013077 -5.748756 -6.987178
H28 -4.949424 -3.988144 -6.790846
H29 -2.783969 -5.607864 -7.445162
H30 -2.832595 -3.831107 -7.815709
H31 -5.138521 -6.829195 -9.396433
H32 -5.378619 -5.724917 -10.768177

Atomic forces in eV per Å
-0.23 0.22 0.04
0.47 -0.81 0.05
-1.42 -0.14 0.60
-0.29 -1.01 0.95
1.12 -0.34 0.03
0.87 1.43 -0.79
-0.51 0.27 -2.31
-0.03 0.41 1.42
1.27 -0.43 0.82
-0.87 0.35 0.36
-0.42 0.57 -0.19
-0.07 -1.38 2.34
0.25 0.79 -0.79
-1.25 0.03 -2.44
-2.00 -2.87 -1.48
-0.34 -0.06 -0.14
2.09 2.63 1.59
-0.01 0.39 0.26
0.67 0.24 -0.48
0.34 -0.12 -0.02
0.15 -0.08 -0.13
0.18 -0.07 0.30
-0.75 0.03 1.97
-1.33 -2.81 -1.16
2.76 0.90 0.84
-2.06 -0.70 0.19
1.22 1.63 0.01
1.40 0.14 -2.03
0.59 0.04 -0.58
-0.45 -0.13 0.63
-0.92 -1.25 0.06
-0.11 -0.01 0.20
0.25 1.15 0.23
-0.15 1.10 -0.37
0.22 -0.09 0.01
-0.68 -0.02 -0.02
0.42 0.19 -1.13
0.04 -2.09 -0.10
-0.60 1.43 -1.43
1.32 -0.39 -0.70
-0.05 0.09 -0.28
-0.87 -0.16 -0.12
0.24 -0.05 0.21
-0.26 0.22 0.16
-0.16 -0.32 0.51
-0.29 -0.11 0.73
-0.10 0.65 0.17
0.64 0.58 1.08
-1.01 -0.07 0.04
0.10 0.42 0.40
0.40 0.16 -0.03
-0.09 -0.19 0.18
-0.29 -0.28 0.12
0.35 0.14 0.19
0.28 -0.14 -0.08
-0.08 -0.08 0.06
1.24 -1.11 -0.48
-1.06 0.58 -0.98
0.81 -0.94 -0.70
-0.48 2.43 0.62
-0.67 0.49 -0.18
-0.48 -2.72 0.90
0.00 0.71 0.16
0.06 0.46 0.71
0.04 -0.11 -0.30
0.08 0.05 0.12
-0.18 -0.08 -0.04
0.30 0.35 0.17
0.03 -0.19 -0.11
0.33 0.01 0.06
0.00 0.07 0.07

Values from the calculation:
Highest occupied orbital energy = -9.581 eV
Net charge = 0
HOMO-LUMO gap = 7.34 eV
LUMO level = -2.246 eV
ΔE to the lowest compared entry with this formula, charge and spin = 103.1 kcal/mol

Löwdin population analysis, charges in e, atoms 1 to 5: 0.99, 0.91, -0.35, -0.29, -0.28

---

No. 2
Here is a molecular structure, C22H32BrN3O5S at a distorted geometry from OMol25. Energies are from ωB97M-V/def2-TZVPD.

CARTESIAN COORDINATES (ANGSTROEM)
C1 -4.137697 1.710153 -3.910183
H1 -3.125030 1.676556 -4.180556
H2 -4.588332 2.533144 -3.644926
H3 -4.600011 1.227761 -4.832904
C2 -4.184205 0.649439 -2.897535
H4 -5.296388 0.683776 -2.590247
H5 -3.807940 1.439078 -1.889847
O1 -3.527427 -0.595883 -2.785197
C3 -4.084334 -1.464909 -3.697922
H6 -5.268919 -1.529819 -3.557987
H7 -4.052984 -1.012958 -4.533833
C4 -3.339498 -2.816364 -3.525053
H8 -3.764945 -3.444585 -4.639313
H9 -2.440155 -2.592099 -3.664240
C5 -3.645398 -3.565544 -2.326371
N1 -3.090799 -2.605827 -1.195517
C6 -2.014971 -3.139209 -0.742932
O2 -1.562515 -4.239051 -0.739510
C7 -1.394723 -2.274497 0.366916
C8 -0.340106 -2.676395 1.317325
C9 0.460084 -1.757602 2.073583
N2 1.008241 -0.509794 1.395168
S1 2.476919 -0.970938 0.784749
O3 3.186042 -1.626952 1.712338
O4 2.592608 -1.690677 -0.568948
C10 3.179477 0.603467 0.601955
C11 2.771081 1.839753 1.009835
C12 3.202275 2.979689 0.924944
C13 4.328069 3.310521 -0.078691
C14 4.805789 2.051862 -0.613247
C15 4.320955 0.686306 -0.181348
H10 4.779921 -0.233330 -0.774890
Br1 6.299748 2.103860 -1.721827
H11 4.738387 4.152516 -0.497573
C16 2.436991 4.167578 1.355983
H12 2.043908 4.882761 0.896172
H13 2.992337 4.436546 2.218457
C17 1.060598 3.561673 1.961026
N3 1.701014 1.985864 2.121532
C18 1.407457 1.362436 3.367912
O5 0.177652 1.604392 3.686619
C19 2.438823 0.623934 3.924435
C20 3.654664 1.324072 4.308605
H14 4.361875 0.697517 4.700954
H15 3.317419 1.941517 5.112551
H16 3.953594 1.714106 3.415562
H17 2.753856 -0.309266 2.949075
H18 1.871454 -0.168095 4.447750
H19 0.783455 3.559560 2.915803
H20 0.472373 3.418195 1.250920
C21 0.087759 -0.148453 0.314750
C22 -0.596184 -1.197708 -0.564160
H21 0.043838 -1.828095 -1.177008
H22 -1.380560 -0.563049 -1.357984
H23 0.543962 0.657371 -0.413512
H24 -0.794749 0.644996 0.947996
H25 1.231647 -2.166773 2.625001
H26 -0.300607 -1.118470 2.767278
H27 -0.847921 -3.513469 1.994736
H28 0.180433 -3.123704 0.660209
H29 -2.101322 -1.721375 0.778701
H30 -3.379208 -1.701856 -1.187566
H31 -4.806142 -3.624735 -2.125044
H32 -3.191638 -4.298921 -2.292967

Atomic forces in eV per Å
2.10 -7.35 -5.10
1.71 1.52 -0.61
-2.02 4.34 1.47
0.01 1.18 0.55
-1.95 3.93 7.60
1.28 -1.49 -0.27
-0.49 -2.94 -2.20
-0.39 3.05 0.22
-2.88 -4.48 5.48
2.05 -0.34 0.32
0.90 2.31 -6.81
-9.92 -1.37 -5.51
1.46 1.47 3.36
7.92 1.24 -1.04
-9.99 14.86 2.00
-2.34 -6.02 -3.76
2.67 1.77 7.29
0.46 -3.59 -2.50
2.70 3.50 -4.11
-5.29 -2.65 3.21
-3.77 5.83 2.60
-0.04 -3.48 -2.31
-2.58 1.63 -10.22
4.44 -4.51 6.92
-1.43 2.75 3.57
2.84 0.14 -2.54
-6.77 -7.40 7.33
6.52 11.92 -7.74
-2.23 -7.98 1.40
-1.07 0.10 2.62
1.09 0.73 -2.92
-1.08 2.05 1.63
0.47 -0.11 -0.60
0.49 2.32 -0.24
-0.37 -6.69 7.64
-1.56 6.10 -5.27
0.46 1.40 0.93
10.08 -4.19 1.59
-0.92 1.97 -1.03
-5.83 4.19 -4.84
4.12 -1.44 0.79
-0.12 -7.92 -2.23
-2.04 -0.14 1.92
1.89 -1.70 0.80
0.53 1.45 0.28
1.43 2.07 -1.82
-0.72 3.36 3.10
0.99 0.55 1.45
-1.63 1.55 3.58
-5.99 -0.55 -5.74
-2.14 5.21 -0.39
-2.95 1.07 -0.35
0.58 0.50 -0.09
2.30 -1.84 2.38
-0.32 -1.53 1.61
2.36 -2.70 -1.89
1.20 -1.02 1.24
1.67 -1.88 -0.69
1.51 1.64 -0.93
4.83 -4.31 -4.04
-3.60 2.44 2.19
-0.45 2.97 0.13
2.38 -0.37 -0.56
7.41 -13.09 1.14

Values from the calculation:
Highest occupied orbital energy = -8.268 eV
Net charge = 0
HOMO-LUMO gap = 8.04 eV
LUMO level = -0.229 eV
ΔE to the lowest compared entry with this formula, charge and spin = 471.8 kcal/mol

natural (NBO) population analysis, charges in e, atoms 1 to 5: -0.63, 0.21, 0.22, 0.18, -0.04

---

No. 3
Here is a molecular structure, C22H32ClMnN5OP at a distorted geometry from OMol25. Energies are from ωB97M-V/def2-TZVPD.

CARTESIAN COORDINATES (ANGSTROEM)
Mn1 0.829489 0.342923 0.171560
N1 2.914156 -0.058356 0.299210
C1 3.338121 0.018687 1.698487
C2 4.640548 -0.015924 2.118269
C3 4.927632 -0.015675 3.496272
C4 3.917273 0.009074 4.421114
C5 2.566914 0.079956 4.005481
C6 1.466593 0.142878 4.887113
C7 0.190969 0.247583 4.378418
C8 0.004388 0.316595 3.000315
N2 1.018716 0.253248 2.138962
C9 2.292948 0.108494 2.622259
H1 3.542158 0.523178 -0.258869
H2 3.061642 -1.016399 -0.031133
H3 5.452738 -0.062019 1.400887
H4 5.958909 -0.045681 3.819786
H5 4.136168 -0.020205 5.480883
H6 1.637302 0.114311 5.956659
H7 -0.671784 0.293410 5.027639
H8 -0.984938 0.457285 2.581986
Cl1 3.917313 2.950219 -0.448330
C10 2.673619 2.613397 -1.595045
C11 2.984845 2.655647 -2.935737
C12 1.987344 2.447132 -3.888187
C13 0.666916 2.206784 -3.503536
C14 0.345165 2.167178 -2.168733
C15 1.334213 2.365450 -1.158467
C16 0.935874 2.414733 0.221904
H9 3.998484 2.876995 -3.243151
H10 2.244469 2.492050 -4.939037
H11 -0.101042 2.099634 -4.257860
H12 -0.687311 2.044919 -1.855426
H13 -0.098031 2.710446 0.402665
H14 1.633674 2.871568 0.917282
C17 -1.103041 -3.392589 -1.095969
N3 -1.268618 -2.041630 -1.641762
C18 -0.096138 -1.518384 -2.301930
P1 -2.094430 -0.901099 -0.746255
O1 -1.048197 -0.083208 0.027037
N4 -3.115133 -1.630841 0.296701
C19 -2.703650 -2.044776 1.635156
C20 -4.540089 -1.792299 -0.002024
N5 -2.863193 0.052367 -1.827639
C21 -3.443176 1.314880 -1.364486
C22 -3.393534 -0.438677 -3.104722
H15 -0.832693 -4.067968 -1.906066
H16 -2.034826 -3.742374 -0.661505
H17 -0.316637 -3.442194 -0.330868
H18 0.386076 -2.304497 -2.879831
H19 0.674259 -1.137369 -1.563575
H20 -0.348840 -0.688618 -2.960294
H21 -1.640358 -1.862352 1.783830
H22 -2.895566 -3.110786 1.774798
H23 -3.269908 -1.504933 2.397856
H24 -4.744059 -1.589344 -1.049572
H25 -5.144911 -1.128484 0.619429
H26 -4.845199 -2.817953 0.209716
H27 -3.052319 1.579563 -0.382372
H28 -4.531640 1.249222 -1.302512
H29 -3.207392 2.114984 -2.069581
H30 -3.052507 -1.450303 -3.302824
H31 -3.064219 0.215054 -3.915155
H32 -4.485517 -0.424937 -3.099238

Atomic forces in eV per Å
-0.12 -0.35 0.05
-0.42 -0.06 0.01
-0.03 0.03 0.26
-0.08 -0.04 -0.26
-0.03 0.01 0.20
0.07 -0.03 -0.04
-0.13 0.03 -0.10
-0.03 -0.02 -0.12
0.08 0.02 0.10
-0.15 0.09 -0.05
-0.40 -0.36 0.05
0.28 0.02 -0.03
-0.17 0.13 -0.12
-0.06 -0.02 -0.04
0.00 -0.01 0.02
0.00 -0.02 -0.01
0.03 0.04 -0.01
-0.03 -0.01 0.00
0.00 0.04 -0.01
0.03 -0.10 -0.03
-0.09 -0.08 -0.01
0.12 0.00 -0.08
0.08 0.00 0.13
-0.13 -0.05 0.06
0.00 0.01 -0.13
-0.10 -0.03 0.11
-0.17 -0.19 0.07
-0.10 1.12 -0.58
-0.01 0.01 -0.01
0.00 0.02 0.00
0.00 -0.03 0.01
0.02 -0.04 -0.02
-0.06 -0.34 0.07
0.08 -0.44 0.18
0.04 -0.24 0.03
0.20 0.51 0.37
-0.34 -0.08 -0.13
-1.36 -1.01 -0.95
1.92 1.08 0.97
0.67 0.73 -0.27
-0.05 -0.21 0.11
-0.27 -0.07 0.06
0.43 -0.37 0.42
-0.10 0.14 -0.03
-0.08 0.09 -0.22
-0.02 0.02 0.00
-0.01 0.02 -0.03
-0.03 0.04 -0.03
0.12 0.05 0.03
0.12 -0.08 0.00
0.04 0.02 0.02
-0.01 -0.04 0.00
0.04 0.02 -0.02
0.01 0.06 -0.06
-0.01 0.01 0.00
0.06 0.02 -0.03
0.07 -0.01 -0.05
-0.02 0.03 0.00
0.03 -0.06 0.05
0.04 -0.02 0.01
0.01 0.00 0.00
0.02 -0.02 0.03
0.02 -0.03 0.07

Values from the calculation:
Highest occupied orbital energy (spin up / spin down) = -17.683 / -17.702 eV
Net charge = +3
HOMO-LUMO gap (spin up / spin down) = 5.34 / 7.15 eV
LUMO level (spin up / spin down) = -12.343 / -10.548 eV
Spin multiplicity = 4

natural (NBO) population analysis, charges in e, atoms 1 to 5: 1.56, -0.85, 0.13, -0.16, -0.17